ORCA calculation (the ωB97M-V functional and the def2-TZVPD basis) on a cluster of 3 separate species, C5H8O2 in total.

- E_HOMO (eV) = -9.02
- orbital gap (eV) = 8.557
- ΔE to the lowest compared entry with this formula, charge and spin (kcal/mol) = 155.3
- LUMO energy (eV) = -0.47

ORCA input file:
```
! wB97M-V def2-TZVPD RIJCOSX def2/J DEFGRID3
* xyz 0 1
C 1.675 0.193 0.265
C 0.499 -0.081 0.979
O -0.401 0.897 1.436
C -1.481 0.408 0.654
C -1.225 0.771 -0.793
C -0.696 -0.522 -0.241
O -0.572 -1.674 -0.747
H 1.546 -0.948 -0.954
H 1.782 1.143 -0.253
H 2.593 -0.341 0.484
H 0.516 -0.958 1.630
H -2.453 0.333 1.137
H -2.051 0.596 -1.479
H -0.635 1.664 -0.989
H 0.902 -1.480 -1.128
*
```

ORCA calculation (the ωB97M-V functional and the def2-TZVPD basis) on a structure of composition C16H16ClNNiO2.

- E_HOMO (spin up / spin down) (eV) = -7.97 / -8.18
- expectation value of S² = 2.007
- orbital gap (spin up / spin down) (eV) = 7.767 / 7.934
- LUMO energy (spin up / spin down) (eV) = -0.20 / -0.25

ORCA input file:
```
! wB97M-V def2-TZVPD RIJCOSX def2/J DEFGRID3
* xyz 0 3
Ni 0.024 0.236 -0.396
C -1.820 -1.380 -2.002
N -0.676 -1.689 -1.134
C -1.115 -2.536 -0.018
C 0.417 -2.339 -1.899
C 1.694 -1.528 -1.884
C 2.822 -2.008 -2.543
C 4.001 -1.281 -2.531
C 4.053 -0.068 -1.858
C 2.923 0.409 -1.206
C 1.725 -0.307 -1.204
H -2.245 -2.293 -2.438
H -1.506 -0.716 -2.808
H -2.595 -0.880 -1.421
H -1.513 -3.492 -0.383
H -1.893 -2.024 0.546
H -0.277 -2.727 0.650
H 0.092 -2.489 -2.932
H 0.610 -3.328 -1.478
H 2.777 -2.959 -3.066
H 4.876 -1.658 -3.045
H 4.972 0.505 -1.842
H 2.984 1.359 -0.685
Cl -2.718 4.470 4.859
C -2.003 3.269 3.826
C -1.374 2.150 4.408
C -0.806 1.190 3.623
C -0.823 1.269 2.198
O -0.286 0.334 1.513
C -1.463 2.425 1.634
C -1.524 2.618 0.228
O -1.049 1.882 -0.653
C -2.045 3.403 2.473
H -1.346 2.065 5.486
H -0.318 0.328 4.060
H -2.049 3.527 -0.103
H -2.526 4.263 2.023
*
```

ORCA calculation (the ωB97M-V functional and the def2-TZVPD basis) on a structure of composition C18H22B2F6HgN3O22S2 in a non-equilibrium geometry.

- E_HOMO (eV) = -7.41
- orbital gap (eV) = 8.631
- LUMO energy (eV) = 1.22

ORCA input file:
```
! wB97M-V def2-TZVPD RIJCOSX def2/J DEFGRID3
* xyz -1 1
Hg 1.897 25.229 -8.022
O -1.538 25.502 -11.412
C -2.149 25.845 -10.447
O -3.396 26.284 -10.393
B -3.774 26.557 -8.998
O -2.573 26.242 -8.196
C -1.655 25.763 -9.002
O -0.546 25.443 -8.673
O -4.907 25.731 -8.541
C -6.012 26.445 -8.545
O -7.135 26.083 -8.379
C -5.569 27.919 -8.695
O -4.246 27.937 -8.834
O -6.232 28.905 -8.576
O -2.445 17.201 -9.897
C -2.321 18.313 -9.508
O -1.220 18.951 -9.137
B -1.526 20.276 -8.596
O -2.953 20.472 -8.908
C -3.491 19.326 -9.320
O -4.643 19.095 -9.472
O -0.608 21.319 -9.140
C -0.007 21.935 -8.171
O 0.800 22.815 -8.264
C -0.490 21.300 -6.842
O -1.316 20.327 -7.122
O -0.020 21.566 -5.772
C 5.771 26.308 -6.432
F 5.302 26.046 -5.220
F 6.996 26.777 -6.271
F 5.918 25.243 -7.216
S 4.694 27.671 -7.214
O 4.918 28.778 -6.331
O 5.208 27.706 -8.562
N 3.111 26.968 -7.193
S 2.116 28.163 -6.891
O 2.468 29.320 -7.661
O 0.769 27.641 -7.065
C 2.257 28.406 -4.995
F 3.194 27.675 -4.439
F 2.442 29.713 -4.782
F 1.071 28.127 -4.429
C 3.616 22.566 -4.706
C 2.674 23.042 -5.792
C 1.677 24.018 -5.180
O 0.745 24.561 -6.112
C -0.313 25.172 -5.404
N 3.437 23.667 -6.921
H 3.998 23.324 -4.019
H 4.449 21.941 -5.040
H 3.101 21.841 -4.062
H 2.192 22.146 -6.174
H 2.223 24.859 -4.730
H 1.163 23.496 -4.372
H -1.060 25.588 -6.080
H 0.017 26.048 -4.840
H -0.851 24.495 -4.738
H 3.827 22.837 -7.368
H 4.282 24.095 -6.574
C 4.436 24.782 -11.788
C 3.708 25.343 -10.552
C 2.803 26.521 -10.870
O 1.953 26.935 -9.837
C 0.872 27.684 -10.340
N 2.809 24.270 -9.989
H 3.713 24.352 -12.476
H 5.231 24.133 -11.426
H 4.975 25.620 -12.240
H 4.392 25.524 -9.722
H 2.214 26.150 -11.723
H 3.415 27.301 -11.336
H 1.193 28.609 -10.835
H 0.246 28.009 -9.510
H 0.271 27.127 -11.064
H 3.376 23.419 -9.952
H 2.222 23.942 -10.765
*
```

ORCA calculation (the ωB97M-V functional and the def2-TZVPD basis) on a cluster of 2 separate species, C2H6NS2 in total in a non-equilibrium geometry.

- E_HOMO (eV) = -13.85
- orbital gap (eV) = 8.446
- ΔE to the lowest compared entry with this formula, charge and spin (kcal/mol) = 42.2
- LUMO energy (eV) = -5.40

ORCA input file:
```
! wB97M-V def2-TZVPD RIJCOSX def2/J DEFGRID3
* xyz 1 1
C 0.697 -1.398 -0.391
C -0.755 1.121 0.184
N 0.566 0.589 0.343
S -0.620 -2.274 0.365
S -0.587 -1.462 -1.649
H 1.746 -1.600 -0.444
H -0.878 1.989 0.690
H -0.993 1.249 -0.874
H -1.434 0.297 0.532
H 0.934 0.270 1.294
H 1.323 1.218 -0.051
*
```

ORCA calculation (the ωB97M-V functional and the def2-TZVPD basis) on a cluster of 2 separate species, C27H35F7N3O2S in total in a non-equilibrium geometry.

- E_HOMO (eV) = -9.99
- orbital gap (eV) = 7.266
- LUMO energy (eV) = -2.73

ORCA input file:
```
! wB97M-V def2-TZVPD RIJCOSX def2/J DEFGRID3
* xyz 1 1
C 7.231 -0.020 1.296
C 6.709 1.367 1.586
O 7.455 2.293 1.718
N 5.290 1.475 1.679
C 4.867 2.569 2.563
C 4.705 1.562 0.333
C 3.288 0.970 0.343
C 3.329 -0.565 0.318
C 3.011 -1.265 1.667
C 1.757 -2.106 1.609
C 1.859 -3.463 1.301
C 0.712 -4.245 1.225
C -0.537 -3.701 1.481
C -0.662 -2.352 1.820
C 0.488 -1.567 1.872
S 0.365 0.145 2.336
C -1.310 0.488 1.884
C -1.654 1.812 1.609
C -2.971 2.151 1.297
C -3.432 3.554 1.025
F -4.107 4.007 2.121
F -4.305 3.587 0.001
C -2.328 4.593 0.759
F -1.510 4.140 -0.212
F -1.608 4.776 1.869
C -2.832 5.985 0.296
F -3.712 6.479 1.138
F -1.789 6.801 0.241
F -3.364 5.905 -0.909
C -3.923 1.134 1.237
C -3.578 -0.183 1.510
C -2.259 -0.529 1.837
N -1.969 -1.874 2.119
H 7.269 -0.147 0.215
H 6.559 -0.771 1.697
H 8.230 -0.093 1.705
H 3.944 2.993 2.172
H 5.593 3.375 2.610
H 4.630 2.184 3.549
H 4.730 2.582 -0.059
H 5.319 0.960 -0.334
H 2.834 1.311 1.265
H 2.726 1.369 -0.498
H 4.297 -0.912 -0.032
H 2.605 -0.929 -0.410
H 2.961 -0.549 2.482
H 3.818 -1.947 1.919
H 2.831 -3.895 1.130
H 0.819 -5.291 0.979
H -1.404 -4.347 1.442
H -0.873 2.553 1.645
H -4.952 1.350 0.991
H -4.338 -0.949 1.468
H -2.620 -2.471 1.630
C -2.391 -1.106 -1.865
N -2.474 -1.438 -3.326
C -1.258 -0.877 -3.994
C -3.688 -0.797 -3.912
C -2.472 -2.931 -3.571
C -3.662 -3.709 -3.060
O -3.755 -3.600 -1.646
H -2.130 -0.053 -1.774
H -3.352 -1.275 -1.398
H -1.621 -1.722 -1.409
H -1.245 0.198 -3.841
H -1.304 -1.104 -5.056
H -0.377 -1.332 -3.548
H -4.568 -1.152 -3.384
H -3.747 -1.054 -4.967
H -3.599 0.279 -3.790
H -1.554 -3.304 -3.117
H -2.411 -3.058 -4.651
H -3.500 -4.754 -3.341
H -4.590 -3.375 -3.533
H -4.495 -4.141 -1.351
*
```

ORCA calculation (the ωB97M-V functional and the def2-TZVPD basis) on a structure of composition CH4O3 in a non-equilibrium geometry.

- E_HOMO (eV) = -9.37
- orbital gap (eV) = 10.110
- ΔE to the lowest compared entry with this formula, charge and spin (kcal/mol) = 119.2
- LUMO energy (eV) = 0.74

ORCA input file:
```
! wB97M-V def2-TZVPD RIJCOSX def2/J DEFGRID3
* xyz 0 1
C -0.437 -0.340 0.114
O 0.305 -1.215 0.767
O 1.451 0.528 -0.890
O 0.138 0.849 -0.481
H -1.253 -0.746 -0.586
H -1.183 0.506 0.980
H 0.994 -0.918 1.277
H 1.449 1.101 -1.678
*
```

ORCA calculation (the ωB97M-V functional and the def2-TZVPD basis) on a structure of composition C23H34BrN3PdSb2 in a non-equilibrium geometry.

- E_HOMO (spin up / spin down) (eV) = -13.61 / -13.65
- expectation value of S² = 2.008
- orbital gap (spin up / spin down) (eV) = 8.500 / 5.402
- ΔE to the lowest compared entry with this formula, charge and spin (kcal/mol) = 0.0
- LUMO energy (spin up / spin down) (eV) = -5.11 / -8.25

ORCA input file:
```
! wB97M-V def2-TZVPD RIJCOSX def2/J DEFGRID3
* xyz 2 3
Pd 0.416 0.235 -0.017
C -4.730 -2.135 -2.079
C -3.708 -1.997 -1.011
C -3.924 -2.471 0.283
C -2.933 -2.335 1.242
C -1.780 -1.687 0.857
Br -0.338 -1.418 2.105
N -1.540 -1.197 -0.357
C -2.487 -1.375 -1.273
H -5.542 -2.777 -1.754
H -4.289 -2.549 -2.983
H -5.148 -1.161 -2.334
H -4.858 -2.947 0.542
H -3.053 -2.713 2.246
H -2.259 -1.005 -2.265
C 0.434 4.160 1.153
Sb 0.816 2.113 1.680
C -0.021 1.977 3.662
C 2.957 2.186 2.226
C 3.833 2.409 1.055
C 4.040 3.723 0.631
C 4.870 4.021 -0.431
C 5.500 2.992 -1.119
C 5.290 1.684 -0.732
C 4.474 1.364 0.356
C 4.351 -0.057 0.737
Sb 2.629 -1.091 -0.200
C 3.463 -1.478 -2.150
C 2.859 -2.993 0.779
H 0.917 4.785 1.895
H -0.636 4.339 1.177
H 0.826 4.380 0.164
H 0.377 2.804 4.244
H 0.248 1.031 4.128
H -1.104 2.061 3.612
H 3.169 1.268 2.774
H 3.007 3.033 2.908
H 3.563 4.524 1.176
H 5.039 5.049 -0.714
H 6.165 3.212 -1.939
H 5.809 0.885 -1.242
H 4.254 -0.219 1.808
H 5.189 -0.639 0.360
H 4.119 -2.334 -2.051
H 4.044 -0.620 -2.481
H 2.684 -1.701 -2.873
H 3.903 -3.277 0.672
H 2.226 -3.740 0.306
H 2.603 -2.909 1.834
C 2.148 2.015 -5.137
C 1.167 1.952 -4.035
C -0.155 2.344 -3.949
C -0.578 2.020 -2.652
N 0.435 1.465 -1.989
N 1.481 1.422 -2.834
C -1.903 2.240 -2.018
H 1.761 2.607 -5.957
H 2.367 1.017 -5.514
H 3.082 2.459 -4.798
H -0.743 2.807 -4.713
H 2.392 1.096 -2.532
H -2.490 2.943 -2.603
H -1.772 2.632 -1.006
H -2.458 1.304 -1.951
*
```

ORCA calculation (the ωB97M-V functional and the def2-TZVPD basis) on a structure of composition C44H50N6SY.

- E_HOMO (spin up / spin down) (eV) = -8.88 / -8.75
- orbital gap (spin up / spin down) (eV) = 5.865 / 5.708
- LUMO energy (spin up / spin down) (eV) = -3.01 / -3.04

ORCA input file:
```
! wB97M-V def2-TZVPD RIJCOSX def2/J DEFGRID3
* xyz 1 1
Y -0.538 -0.577 1.295
C -2.712 0.574 5.285
C -2.395 0.054 3.921
N -1.121 0.033 3.458
N -0.132 0.217 4.420
C 1.000 -0.475 4.354
N 1.936 -0.246 5.291
S 1.341 -1.580 3.104
C -3.367 -0.487 3.041
C -4.748 -0.532 3.350
C -5.631 -1.116 2.486
C -5.155 -1.661 1.286
C -3.810 -1.571 1.027
N -2.908 -1.008 1.851
H -2.215 1.531 5.475
H -2.415 -0.122 6.075
H -3.771 0.774 5.408
H -0.285 0.889 5.154
H 1.739 0.263 6.136
H 2.778 -0.792 5.251
H -5.109 -0.117 4.278
H -6.685 -1.155 2.728
H -5.808 -2.134 0.568
H -3.423 -1.958 0.097
C -1.582 -3.564 -0.865
C -1.576 -2.798 -2.190
C -1.822 -3.777 -3.333
C -2.572 -1.649 -2.163
C -3.853 -1.765 -2.690
C -4.757 -0.717 -2.594
C -4.393 0.464 -1.969
C -3.116 0.632 -1.438
C -2.763 1.984 -0.829
C -2.062 1.984 0.537
C -1.983 2.864 -1.808
C -2.221 -0.438 -1.553
N -0.935 -0.325 -0.952
C 0.079 0.074 -1.719
C 1.338 0.322 -1.095
N 1.461 0.075 0.203
C 2.743 0.257 0.802
C 3.778 -0.646 0.533
C 4.982 -0.477 1.214
C 5.151 0.541 2.133
C 4.105 1.407 2.410
C 2.888 1.283 1.752
C 1.732 2.223 2.038
C 1.806 2.898 3.399
C 1.563 3.272 0.936
C 3.609 -1.823 -0.409
C 4.767 -1.960 -1.398
C 3.436 -3.116 0.387
C 2.257 0.860 -2.111
C 3.526 1.377 -2.117
C 4.060 1.845 -3.346
C 3.349 1.810 -4.518
C 2.020 1.311 -4.532
C 1.140 1.252 -5.644
C -0.140 0.785 -5.487
C -0.645 0.351 -4.234
C 0.191 0.385 -3.149
C 1.518 0.856 -3.321
H -0.885 -4.404 -0.893
H -2.575 -3.962 -0.647
H -1.295 -2.959 0.013
H -0.582 -2.368 -2.332
H -2.743 -4.347 -3.190
H -1.006 -4.496 -3.396
H -1.893 -3.260 -4.291
H -4.156 -2.678 -3.185
H -5.752 -0.825 -3.005
H -5.109 1.274 -1.893
H -3.729 2.468 -0.657
H -0.980 1.825 0.429
H -2.522 1.278 1.235
H -2.159 2.970 0.997
H -0.984 2.465 -1.990
H -1.870 3.872 -1.402
H -2.492 2.938 -2.769
H 5.798 -1.163 1.026
H 6.100 0.659 2.639
H 4.249 2.195 3.137
H 0.808 1.609 2.052
H 2.601 3.645 3.431
H 1.989 2.178 4.198
H 0.871 3.424 3.606
H 2.452 3.902 0.881
H 0.706 3.918 1.137
H 1.428 2.813 -0.043
H 2.701 -1.669 -0.992
H 5.699 -2.214 -0.891
H 4.929 -1.041 -1.962
H 4.558 -2.761 -2.109
H 4.311 -3.310 1.011
H 3.313 -3.967 -0.287
H 2.570 -3.081 1.051
H 4.128 1.432 -1.220
H 5.065 2.244 -3.350
H 3.797 2.177 -5.433
H 1.479 1.584 -6.618
H -0.799 0.752 -6.345
H -1.672 0.020 -4.162
*
```